# C11H24NO4P

A cluster of 2 separate species, C11H24NO4P in total (wB97M-V/def2-TZVPD, the OMol25 dataset).

CARTESIAN COORDINATES (ANGSTROEM)
C -2.017 1.661 5.411
P -2.706 1.631 3.593
C -2.833 3.394 2.872
C -1.387 0.567 2.639
O -1.769 0.309 1.231
C -0.915 -0.801 0.691
C 0.125 -0.244 -0.470
O 1.454 -0.138 0.156
C 1.892 1.291 0.230
C 3.066 1.541 1.363
N 3.033 3.010 1.829
H -2.786 2.180 6.127
H -0.962 2.211 5.375
H -1.781 0.551 5.752
H -2.313 3.544 1.827
H -2.324 4.158 3.634
H -3.978 3.705 2.739
H -0.290 1.013 2.746
H -1.424 -0.497 3.178
H -0.218 -1.273 1.535
H -1.562 -1.682 0.237
H 0.204 -1.076 -1.302
H -0.312 0.763 -0.876
H 0.916 1.901 0.544
H 2.288 1.676 -0.803
H 4.136 1.299 0.932
H 2.873 0.852 2.308
H 3.093 3.630 0.972
H 3.916 3.102 2.404
O -0.154 -3.389 -2.145
C -0.035 -3.182 -3.341
C 0.323 -4.211 -4.371
C 0.708 -3.356 -5.552
C -0.130 -2.120 -5.352
O -0.254 -1.973 -3.938
H -0.557 -4.825 -4.582
H 1.157 -4.831 -4.035
H 0.537 -3.841 -6.517
H 1.772 -3.098 -5.486
H -1.132 -2.224 -5.782
H 0.347 -1.231 -5.775

Molecular weight, g mol⁻¹: 265.290
HOMO level, hartree: -0.279
ΔE to the lowest compared entry with this formula, charge and spin, kcal/mol: 164.71
E_LUMO, eV: 0.728
Orbital gap, hartree: 0.3056